A single C5H5NO2 molecule, computed with ωB97M-V with the def2-TZVPD basis set.

Summary:
E_LUMO, eV: -0.58
Molecular weight, g mol⁻¹: 111.1
HOMO energy, eV: -10.12
Relative energy (zero: lowest compared OMol25 entry of this formula, charge and spin), kJ/mol: 305.1
Gap between HOMO and LUMO, Eh: 0.351
SMILES: COC1=NC(=O)C=C1

The geometry in XYZ format:
```
13
Properties=species:S:1:pos:R:3:forces:R:3
C 2.122 -0.863 0.138 -0.779 -3.273 -1.206
C 0.105 0.182 -0.165 -0.093 0.023 0.132
C -1.980 -0.511 -0.124 1.193 1.179 0.627
C -1.864 1.049 -0.031 -3.648 0.880 0.131
C -0.630 1.417 0.077 4.431 2.757 -1.162
H 3.068 -0.445 0.386 0.989 -0.641 0.552
H 2.186 -1.571 -0.819 -0.055 1.945 1.680
H 1.605 -1.645 0.898 1.144 2.525 -1.273
H -2.735 1.701 -0.049 0.047 -0.306 0.205
H 0.231 2.379 0.014 -3.665 -2.417 0.565
N -0.570 -0.886 -0.374 -0.541 -1.272 0.545
O 1.416 0.368 -0.098 -0.884 -2.111 0.124
O -2.952 -1.175 0.147 1.859 0.712 -0.920
```
Positions in Å, forces in eV/Å.